## P
Molecular formula: C5H11N
Method: DFT, ωB97M-V with the def2-TZVPD basis set

XYZ file:
```
17
C5H11N (ωB97M-V with the def2-TZVPD basis set)
C 1.4757 1.9149 0.5733
C 0.1526 1.1825 0.8246
C -0.0576 -0.0590 -0.0544
C 0.9085 -0.3962 -1.1433
C -1.1109 -0.8048 0.2574
N -1.4984 -1.9638 -0.4177
H 1.6809 2.5697 1.4229
H 2.2994 1.2448 0.5380
H 1.5697 2.5249 -0.3242
H 0.0791 0.9585 1.8856
H -0.6329 1.9011 0.5688
H 1.9046 -0.2237 -0.8022
H 0.7729 0.3040 -1.9518
H 0.7607 -1.3930 -1.5412
H -1.7847 -0.5579 1.0681
H -1.1854 -2.0935 -1.3083
H -2.2462 -2.5548 -0.1169
```

LUMO level: 1.10 eV
molar mass: 85.1 g/mol
Kohn-Sham gap: 0.3132 Eh

---

## Q
Molecular formula: C5H11N
Method: DFT, ωB97M-V with the def2-TZVPD basis set

XYZ file:
```
17
C5H11N (ωB97M-V with the def2-TZVPD basis set)
C 0.4421 1.8458 0.8559
N -0.4552 0.8723 0.2978
C -1.1261 -0.1965 0.9700
C -0.1824 -0.4450 -0.2038
C -0.8298 -0.8525 -1.5147
C 1.2675 -0.9340 -0.1336
H 1.2114 1.5015 1.5667
H 0.9373 2.3542 0.0236
H -0.1820 2.5869 1.3667
H -2.2088 -0.0875 0.8507
H -0.8668 -0.6314 1.9351
H -1.0368 -1.9296 -1.4719
H -0.1789 -0.6737 -2.3800
H -1.7733 -0.3207 -1.6648
H 1.4058 -1.9752 -0.4531
H 1.7998 -0.3149 -0.8709
H 1.7760 -0.7998 0.8265
```

LUMO level: 1.07 eV
molar mass: 85.1 g/mol
Kohn-Sham gap: 0.3503 Eh

---

## R
Molecular formula: C5H11N
Method: DFT, ωB97M-V with the def2-TZVPD basis set

XYZ file:
```
17
C5H11N (ωB97M-V with the def2-TZVPD basis set)
C 1.7351 -0.6883 -0.5666
C 0.5562 0.1360 0.1353
C 0.3725 1.6691 -0.1194
C -0.1068 -0.3151 1.3489
C -0.6822 -0.7213 0.0265
N -1.8722 -0.2586 -0.5750
H 2.6786 -0.3820 -0.0658
H 1.6670 -0.4428 -1.6350
H 1.6967 -1.7464 -0.4869
H 0.6410 1.8906 -1.0829
H -0.6958 1.8067 -0.2910
H 0.6948 2.2744 0.7394
H 0.1071 -1.1024 2.1621
H -0.4363 0.5023 1.8792
H -0.4566 -1.7739 -0.3631
H -1.7938 -0.3691 -1.5879
H -2.2464 0.6709 -0.1921
```

LUMO level: 1.01 eV
molar mass: 85.2 g/mol
Kohn-Sham gap: 0.3354 Eh

---

Short version: P, Q, R, most stable first.